DFT (ωB97M-V/def2-TZVPD) results for a 14-piece molecular cluster, C86H202N14O14 overall at a distorted geometry.

Output
ΔE to the lowest compared entry with this formula, charge and spin (kJ/mol): 470.9
LUMO level (eV): 0.4
Kohn-Sham gap (eV): 8.0

Last column: Mulliken charge in e.
Geometry (Å):
C -1.14225 -0.37693 -5.70118  -1.557
C -1.51328 1.07753 -5.65429  0.331
C -3.00555 1.27018 -5.98480  -0.613
O -3.77849 0.47923 -5.10552  0.112
C -5.21163 0.61202 -5.20204  -0.857
N -1.16422 1.61764 -4.38625  0.623
H -0.06586 -0.46021 -5.85137  0.284
H -1.76942 -0.87106 -6.44320  0.495
H -1.41016 -0.90033 -4.78337  0.076
H -0.93550 1.73156 -6.30738  0.546
H -3.22467 1.09705 -7.03842  0.532
H -3.12279 2.33984 -5.81105  0.075
H -5.71972 0.38179 -4.26560  0.019
H -5.61565 -0.08212 -5.93894  0.299
H -5.62710 1.57064 -5.51276  0.470
H -1.78924 2.38373 -4.17994  -0.154
H -1.50079 1.07810 -3.60157  -0.224
C -0.14683 5.43439 -4.68727  -0.520
C -1.41349 5.00236 -5.49172  1.543
C -2.67600 4.80786 -4.64313  -1.216
O -2.33244 3.86180 -3.65570  0.407
C -3.33579 3.55234 -2.70467  -1.163
N -1.54296 6.07990 -6.43641  -0.843
H -0.31905 6.32118 -4.07732  0.259
H 0.78103 5.55754 -5.24584  0.436
H 0.20148 4.70443 -3.95656  -0.726
H -1.20520 4.11863 -6.09483  -0.411
H -3.57237 4.50310 -5.18326  0.282
H -2.97944 5.75635 -4.19996  0.562
H -3.55566 4.30360 -1.94614  0.013
H -3.17347 2.62678 -2.15233  -0.265
H -4.26497 3.25831 -3.19280  0.664
H -0.64606 6.36675 -6.80167  0.292
H -1.96943 6.85789 -5.95377  0.307
C 1.69683 2.65471 -1.90019  -0.017
C 1.42117 3.81030 -0.95472  1.313
C 2.24573 5.09217 -1.25278  -1.052
O 1.95762 6.23843 -0.49888  -0.367
C 2.09336 6.25411 0.91270  -0.316
N 0.03570 4.18036 -1.05097  0.883
H 1.05839 1.80079 -1.67367  -0.139
H 2.74385 2.41640 -2.08744  -0.538
H 1.50914 2.95486 -2.93111  -0.009
H 1.35129 3.61212 0.11484  -0.052
H 2.11019 5.33695 -2.30625  0.098
H 3.30097 4.81909 -1.25149  0.485
H 1.35425 5.67182 1.46294  -0.110
H 2.00154 7.26858 1.30067  0.367
H 3.05277 5.85879 1.24638  0.277
H -0.09697 4.98400 -0.45376  -0.144
H -0.11183 4.42780 -2.01902  -0.705
C -2.36862 -0.41965 1.30124  -0.223
C -1.43274 0.83298 1.06667  -0.656
C 0.06008 0.64726 1.29107  0.009
O 0.45918 -0.41478 0.40833  1.649
C 1.82543 -0.81065 0.62866  0.311
N -1.65815 1.51313 -0.20726  2.217
H -2.51803 -0.52241 2.37604  0.509
H -1.99770 -1.34593 0.86248  -0.543
H -3.37146 -0.34096 0.88144  -0.394
H -1.72017 1.49033 1.88726  0.123
H 0.21291 0.29911 2.31261  0.018
H 0.63216 1.56583 1.16046  -0.366
H 1.95123 -1.65722 -0.04633  -1.114
H 1.90147 -1.12284 1.67021  -0.117
H 2.59263 -0.12174 0.27523  -0.108
H -1.25004 2.43698 -0.20042  -0.776
H -1.20881 0.97205 -0.93211  -0.695
C -2.30774 7.63136 -1.40450  -1.354
C -2.81964 7.70204 0.00395  2.004
C -1.71008 7.27898 1.08619  -1.358
O -1.14028 5.96736 1.10848  -0.083
C -2.01693 4.89666 1.56636  -0.745
N -3.23652 9.06529 0.24825  -0.771
H -1.39594 8.22181 -1.49441  0.331
H -3.10802 7.87887 -2.10192  0.517
H -2.02652 6.62369 -1.71047  -0.025
H -3.68786 7.04683 0.07458  -0.927
H -2.13360 7.45447 2.07510  0.575
H -0.91907 8.02851 1.11033  0.312
H -2.99191 4.78370 1.09228  0.122
H -2.16451 5.09382 2.62817  0.638
H -1.47872 3.96194 1.40912  -0.010
H -3.57176 9.09746 1.20045  0.304
H -4.02221 9.14677 -0.38116  0.325
C -0.45605 -2.29146 4.40154  -0.017
C -0.56446 -2.08338 5.92022  0.772
C -1.35072 -0.82722 6.27973  -1.284
O -0.67614 0.23573 5.67114  -0.064
C -1.44412 1.39692 5.75387  -0.724
N -1.06627 -3.35972 6.42191  -0.793
H 0.31705 -1.67197 3.94696  -0.272
H -1.44794 -2.17940 3.96369  -0.106
H -0.05248 -3.27499 4.16094  0.217
H 0.40822 -1.87239 6.36463  0.243
H -1.49036 -0.68727 7.35164  0.291
H -2.29917 -1.04286 5.78772  0.400
H -1.29315 1.89387 6.71217  0.308
H -2.51140 1.19563 5.66166  0.497
H -1.11316 2.12725 5.01549  -0.050
H -0.84334 -3.47535 7.40020  0.281
H -0.56496 -4.20526 6.18982  0.228
C 4.99408 -3.90323 0.48179  -1.137
C 5.46582 -3.96803 1.96972  -0.070
C 6.36752 -2.75127 2.43961  -0.068
O 6.56192 -3.09181 3.83769  -0.484
C 7.49485 -2.18171 4.43601  -0.615
N 4.20849 -3.91940 2.73620  -0.283
H 4.48891 -4.77228 0.06029  0.737
H 5.88770 -3.73943 -0.12046  0.641
H 4.28504 -3.09318 0.31104  -0.403
H 6.01533 -4.89012 2.15920  0.234
H 5.91677 -1.75883 2.43620  -0.434
H 7.33999 -2.69775 1.95019  0.833
H 7.11277 -1.16184 4.48047  0.052
H 8.40342 -2.27525 3.84114  0.335
H 7.68774 -2.32080 5.49975  0.324
H 3.68890 -4.78470 2.77302  0.068
H 4.39153 -3.66186 3.69551  0.254
C -2.34824 -1.61397 -2.30572  1.118
C -3.68168 -2.29740 -2.52141  0.838
C -4.86172 -1.57347 -1.94052  0.676
O -6.13032 -2.15330 -2.20766  -0.571
C -7.19717 -1.21506 -1.99721  -0.557
N -3.93804 -2.53921 -3.94679  -0.811
H -2.51286 -0.55228 -2.48964  -0.129
H -1.58934 -2.10531 -2.91462  0.104
H -1.99693 -1.81555 -1.29377  -1.353
H -3.62465 -3.22472 -1.95138  0.009
H -4.82588 -0.54297 -2.29391  -0.015
H -4.84044 -1.47064 -0.85558  -0.245
H -8.16146 -1.71579 -2.08399  0.384
H -7.12117 -0.34018 -2.64289  0.145
H -7.19231 -0.69399 -1.03984  0.092
H -3.52644 -1.74694 -4.41904  -0.137
H -4.93614 -2.52397 -4.10056  0.500
C 1.42515 -8.28620 -0.14787  -2.058
C 0.23135 -7.50834 0.29728  1.358
C 0.54347 -6.89845 1.67794  -1.522
C 1.41337 -5.59486 1.50934  -1.131
C 0.86564 -4.59458 0.50728  1.113
C 0.56987 -5.26279 -0.85008  3.028
N -0.21531 -6.48256 -0.64343  1.145
O -0.52067 -7.04117 -1.89421  -0.630
C -0.42005 -4.36147 -1.54485  -2.392
C 1.91741 -5.46183 -1.60087  -1.605
C -0.96738 -8.46448 0.55760  -1.377
H 2.34942 -7.80503 0.17197  0.318
H 1.51660 -8.35833 -1.23163  0.316
H 1.52604 -9.26428 0.32252  0.445
H -0.35658 -6.55769 2.18969  0.035
H 1.11429 -7.53022 2.35847  0.617
H 2.45401 -5.80880 1.26558  -0.032
H 1.38949 -5.03710 2.44552  0.652
H 1.63613 -3.82889 0.41684  -0.920
H 0.03653 -4.09925 1.01257  -0.191
H -1.38372 -4.41891 -1.03873  0.917
H -0.15098 -3.32283 -1.35270  -0.596
H -0.56628 -4.58621 -2.60136  0.752
H 1.68175 -5.85109 -2.59136  0.527
H 2.41678 -4.54699 -1.91990  0.097
H 2.71948 -6.09881 -1.22798  0.120
H -1.83126 -7.87300 0.86085  0.035
H -0.80270 -9.25091 1.29416  0.433
H -1.23313 -8.95559 -0.37851  0.414
H -1.07674 -6.35759 -2.27514  0.368
C -7.08702 6.08191 0.96823  -1.644
C -7.28377 4.57422 0.86923  1.742
C -6.62359 4.20574 -0.54736  -1.079
C -6.26995 2.72224 -0.68003  -0.198
C -5.42956 2.32352 0.50310  0.157
C -6.02129 2.64257 1.93550  1.888
N -6.50639 4.07664 2.01796  0.463
O -6.94632 4.43657 3.22134  -0.497
C -7.17454 1.56641 2.11707  -1.695
C -4.79648 2.39641 2.89816  -1.547
C -8.78527 4.18125 0.92763  -1.790
H -7.53157 6.60857 0.12379  0.427
H -6.02828 6.29778 0.82483  0.135
H -7.37136 6.59368 1.88766  0.362
H -7.32321 4.43765 -1.35039  0.630
H -5.71918 4.76583 -0.78496  -0.150
H -5.63597 2.43858 -1.52009  -0.552
H -7.14213 2.06873 -0.69761  0.672
H -4.47759 2.83854 0.37429  -0.421
H -5.22192 1.26340 0.35774  -0.120
H -7.82921 1.95531 2.89698  0.422
H -7.73574 1.34985 1.20809  0.201
H -6.85884 0.65812 2.63034  0.296
H -4.25109 1.46434 2.75017  0.101
H -4.02541 3.13624 2.68323  0.070
H -5.06602 2.43190 3.95372  0.531
H -9.13231 3.15022 0.99575  0.245
H -9.26359 4.42835 -0.02014  0.427
H -9.30853 4.73107 1.70993  0.471
H -7.89489 4.31326 3.30262  0.388
C 8.71300 1.40364 1.68331  -1.748
C 8.29158 0.97102 0.28459  2.044
C 7.34277 -0.20443 0.51318  -0.615
C 6.45540 -0.45076 -0.75869  -0.112
C 5.72735 0.83880 -1.15503  0.307
C 6.71416 2.06011 -1.41019  1.784
N 7.67117 2.16621 -0.28653  1.160
O 8.50944 3.24791 -0.40886  -0.581
C 7.40135 1.83707 -2.79768  -1.923
C 5.78575 3.23460 -1.39965  -2.112
C 9.47743 0.48459 -0.54197  -2.205
H 9.03258 0.65062 2.40368  0.256
H 7.95649 2.06339 2.10819  0.213
H 9.53862 2.09246 1.50453  0.481
H 7.85023 -1.16822 0.55430  0.507
H 6.65317 -0.05379 1.34377  -0.472
H 5.63936 -1.08466 -0.41176  -0.668
H 7.06565 -0.98912 -1.48385  0.575
H 4.95699 1.11262 -0.43415  -0.146
H 5.24151 0.68322 -2.11829  -0.173
H 7.80741 0.83739 -2.95212  0.241
H 6.78248 1.99727 -3.68054  0.353
H 8.32445 2.38110 -2.99767  0.389
H 5.29670 3.44405 -0.44832  0.185
H 6.37068 4.09861 -1.71499  0.690
H 5.07336 3.06027 -2.20601  0.247
H 10.04667 -0.27948 -0.01256  0.488
H 10.15083 1.28287 -0.85403  0.419
H 9.21754 0.04214 -1.50364  0.321
H 7.97549 3.91767 0.02464  0.346
C 5.50374 -2.45396 -5.56031  -1.728
C 4.23726 -1.83559 -6.04278  1.615
C 3.31449 -2.98979 -6.46081  -1.519
C 2.57574 -3.70129 -5.31702  -0.826
C 1.94162 -2.68738 -4.31374  0.046
C 2.88032 -1.49280 -3.86148  3.342
N 3.55990 -0.94158 -5.04230  0.233
O 4.38931 0.15874 -4.75482  -0.345
C 1.87987 -0.41389 -3.33380  -1.546
C 3.78228 -2.03877 -2.76323  -0.238
C 4.52965 -1.04519 -7.33307  -1.959
H 6.00911 -2.91910 -6.40668  0.504
H 6.26251 -1.75174 -5.21498  0.248
H 5.37434 -3.17423 -4.75250  0.305
H 2.53021 -2.67225 -7.14795  0.387
H 3.94066 -3.73441 -6.95228  0.477
H 2.00521 -4.45915 -5.85392  0.517
H 3.34234 -4.21936 -4.74080  0.253
H 1.54884 -3.16504 -3.41616  -0.919
H 1.08818 -2.28413 -4.85885  0.357
H 1.12390 -0.65683 -2.58707  -0.212
H 1.38519 0.12038 -4.14494  0.477
H 2.49416 0.32641 -2.82126  -0.645
H 3.91270 -3.11229 -2.89969  0.401
H 3.45015 -1.96673 -1.72757  -0.949
H 4.75972 -1.57004 -2.64908  0.004
H 3.69893 -0.52645 -7.81151  0.351
H 5.26965 -0.30045 -7.04003  0.463
H 4.97158 -1.68997 -8.09272  0.411
H 3.90239 0.84783 -5.21269  0.327
C -5.90432 -3.71006 3.89617  -1.810
C -5.71181 -3.72150 2.34129  2.250
C -4.36725 -3.22816 1.82991  -0.091
C -3.23864 -4.19870 1.98628  0.270
C -3.60026 -5.53271 1.43804  -0.185
C -4.95214 -6.19652 1.84528  1.851
N -5.94092 -5.16386 1.84416  0.641
O -7.20633 -5.64515 1.93000  -0.557
C -5.18430 -7.34313 0.91781  -2.224
C -4.83041 -6.88946 3.25399  -1.939
C -6.70506 -2.90752 1.60626  -2.228
H -6.82664 -4.13640 4.29070  0.400
H -5.81866 -2.69915 4.29470  0.377
H -5.16292 -4.29710 4.43821  0.324
H -4.21221 -2.78328 0.84699  -0.639
H -4.16103 -2.44254 2.55680  0.099
H -3.03733 -4.26183 3.05568  0.340
H -2.42606 -3.84185 1.35344  -0.746
H -2.75248 -6.12932 1.77483  -0.530
H -3.50535 -5.61414 0.35524  0.116
H -6.11996 -7.82442 1.20245  0.568
H -5.35374 -7.02152 -0.10978  0.466
H -4.38154 -8.07810 0.97686  0.301
H -4.23980 -7.80334 3.31794  0.427
H -4.45530 -6.24774 4.05123  0.355
H -5.85536 -7.08792 3.56733  0.389
H -6.51302 -2.80992 0.53776  0.685
H -6.59898 -1.90976 2.03209  0.224
H -7.76791 -3.14767 1.63464  0.491
H -7.38459 -5.69349 0.98795  0.341
C 3.00362 -0.66642 4.81735  -1.545
C 3.70185 0.67392 4.76976  2.155
C 4.37443 0.72305 3.39647  0.835
C 4.92138 2.12692 3.07381  -0.158
C 3.78017 3.09397 3.03483  -0.374
C 2.94114 3.14383 4.40215  1.202
N 2.65598 1.74598 4.82950  1.513
O 1.78652 1.64467 5.88666  -0.567
C 3.70372 3.87923 5.52426  -1.809
C 1.55144 3.88002 4.06795  -1.808
C 4.78356 0.68642 5.86715  -2.205
H 2.17363 -0.77974 4.11995  -0.343
H 2.53974 -0.96949 5.75600  0.430
H 3.72736 -1.44794 4.58602  0.183
H 5.23498 0.05539 3.35418  -1.189
H 3.63112 0.48423 2.63584  -0.010
H 5.32435 2.03569 2.06514  -0.815
H 5.72959 2.47284 3.71820  0.660
H 3.09790 2.72093 2.27100  -0.450
H 4.16095 4.08278 2.77923  0.743
H 4.10895 4.80173 5.10847  0.396
H 3.03124 4.13943 6.34167  0.407
H 4.54090 3.33325 5.95916  0.283
H 1.03822 3.50877 3.18089  -0.008
H 0.76620 3.73637 4.81015  0.564
H 1.71217 4.93322 3.83767  0.404
H 5.35470 -0.22277 6.05495  0.416
H 4.29193 0.86522 6.82340  0.459
H 5.47048 1.52306 5.73950  0.343
H 1.06893 1.09681 5.56030  0.353

Cartesian forces, eV/Å:
0.0271 -0.3400 -0.4191
-0.8642 -0.4621 0.0449
0.6938 0.6153 0.1771
-1.1581 0.4083 0.2710
0.0484 -0.3687 -0.4802
-0.1069 0.4148 1.9158
-0.1184 -0.4482 -0.2423
0.5778 -0.2100 -0.4899
0.1543 0.3199 0.2090
-0.1160 -0.4810 -0.9277
-0.0947 -0.3758 -0.1567
-0.7730 0.2587 0.0762
0.5838 -0.1424 0.2463
0.1734 -0.3037 -0.1442
0.7336 0.5512 0.0123
0.6895 0.8708 -0.5836
0.3310 -1.2954 -0.0071
0.0173 -1.5897 1.6092
1.8711 0.7250 0.0602
0.4832 0.3077 0.1664
-0.5496 0.5304 1.2217
-1.0078 -0.6970 -0.1385
-1.8235 0.4978 -1.0005
-0.2414 0.3016 -0.2963
-0.4401 0.3075 -0.7683
-0.3573 -0.4463 0.1374
0.0127 -0.3817 0.3879
0.1277 -0.3600 -0.5262
0.2295 0.3840 0.3703
0.2833 0.5095 -0.2150
1.1798 0.0220 0.0104
-0.4068 0.5693 -0.5052
-0.0773 0.0088 0.0884
0.1334 0.4203 -0.2047
0.5016 0.5308 -0.3542
-0.3858 1.3239 0.4593
0.9549 -1.5250 0.0294
-0.5413 0.5928 0.1188
0.3228 -0.7086 0.2398
-1.2801 -0.3696 -0.8280
0.3231 -0.0653 0.0035
0.2723 -0.4492 1.0987
-0.9522 0.2920 -0.1161
1.7320 -0.7819 0.3221
-0.5530 0.3176 -0.0495
0.5532 0.1604 0.6346
-0.3820 -0.1941 -0.3533
0.0229 0.1385 -0.5136
0.4024 0.0061 -0.1883
-0.3986 0.3977 -0.1434
-0.7017 0.3544 -0.1342
0.8103 0.4178 -0.2352
-0.6622 0.2641 0.1501
-0.6411 -2.1251 0.0800
1.1224 0.9792 0.0976
-1.2900 -0.7263 -0.8106
-0.9443 -0.5092 0.2428
0.2211 -0.3367 0.0604
0.4188 -0.0008 0.2503
0.0527 0.7191 -0.1763
-0.2527 0.5485 -0.1162
0.2272 -0.0163 0.4032
-0.0054 0.1660 -0.3197
0.0419 -0.3544 0.2901
0.5736 0.0454 0.0413
-0.1312 0.7169 0.4394
0.3041 0.2297 -0.2741
0.1620 0.0201 -0.2364
0.4780 -0.8503 -0.3669
1.5733 -1.4570 0.6807
-1.1316 0.3418 0.3476
-1.0378 -0.0758 -1.0681
0.8195 0.9378 0.3076
0.2825 -0.1271 0.2528
-0.2742 0.3792 -0.3126
0.1644 0.5964 -0.1410
0.0788 -0.3253 0.3058
-0.0067 -0.5468 0.2859
-0.6344 -0.1135 0.2939
0.4172 -0.2647 -0.7618
0.0080 0.4857 -0.3849
-0.2208 -0.3425 0.1985
0.1087 0.1343 0.1084
-0.3698 0.3779 0.1386
-0.3361 0.7441 0.1724
0.7151 0.3393 0.2287
1.8416 -0.9824 -0.3659
-0.3456 -2.0272 -0.7691
-0.0890 -0.0830 -0.2511
-0.1241 1.2016 0.3432
-0.8660 -0.2501 1.7936
-0.5831 0.6329 -0.0996
0.1488 0.0735 -0.3340
-0.3935 -0.3574 0.2843
0.6070 -0.1383 -0.2978
0.0500 0.0370 0.1353
-0.6766 0.6947 0.1466
-0.0271 -0.0259 0.3470
-0.0609 -0.0350 -0.2987
-0.0457 -0.2397 -0.2941
-0.6571 0.8762 0.8641
0.3369 0.2946 -1.6717
1.2068 0.3702 0.1970
-1.5272 1.0715 -0.9166
-0.8573 -1.9245 1.2837
0.5260 0.7768 0.3842
-0.3771 -0.0728 -0.3310
0.1292 0.5489 0.6313
0.1468 -0.4231 0.5563
-0.0364 0.0851 -0.4233
0.1963 0.2893 0.2817
0.3424 0.0494 -0.0403
-0.4370 -0.1480 -0.5329
-0.0065 -0.2443 -0.2468
-0.0871 0.3468 -0.7969
0.3563 0.4793 0.3115
-0.0660 -1.1062 -0.1103
0.2098 -0.1860 -0.3322
0.1469 -0.0306 0.1699
-0.5364 -0.2877 0.4407
-0.7342 -1.3160 0.0574
-0.4078 1.3764 1.1961
-0.6187 0.4016 -0.3593
0.4848 0.0667 0.0932
0.6987 -0.0978 0.4304
0.6692 0.1464 -0.0737
-0.0960 0.4033 -0.4370
-0.1450 0.5278 0.1995
-0.0530 -0.6540 -0.3490
-0.1696 0.3905 -0.4388
0.5849 -0.0772 0.4096
0.2534 -0.0825 -0.2718
-0.0561 -0.2324 -0.8198
0.3676 -0.5670 0.7725
-0.1674 0.1522 -0.4991
-0.1277 -0.0659 -0.1664
1.7194 -0.3580 -0.4213
-1.0414 -1.1676 1.4172
0.9198 2.6181 -0.6797
-0.4807 -0.3616 0.4775
0.3554 -0.8820 0.4789
0.6544 0.2609 1.0935
0.0941 0.4635 1.7562
0.2985 -0.6693 -0.3774
0.0375 1.0690 -0.1861
-0.3463 0.2047 -1.6550
-0.2053 0.2458 -1.0109
0.0955 0.3335 -0.0351
-0.2915 -0.3091 0.0000
-0.4893 -0.1943 -0.1783
-0.2772 -0.2770 -0.0623
-0.2921 -0.5512 -0.3186
0.0550 -0.2752 0.0377
0.3823 -0.2805 0.3628
-0.0486 0.1234 -0.4341
-0.6104 -0.0601 -0.5437
-0.1103 -0.4296 0.0519
0.3472 0.1815 -0.7052
0.1588 0.4182 -0.1657
-0.1612 -0.5295 -0.0785
-0.2238 0.5464 0.6587
-0.5077 -0.0802 0.6589
0.0143 0.0013 0.0516
0.4184 0.2133 0.1111
-0.0686 -0.0911 -0.0369
-0.4089 -0.2353 -0.1795
0.0723 1.0564 -0.7517
0.4827 0.1660 -0.3168
-0.5536 -1.1805 0.2847
-0.1323 -0.0557 0.9048
0.0796 0.7928 0.5999
0.2569 -1.6787 -0.9600
2.6959 -2.8158 -3.5513
-0.4617 0.9109 2.2357
0.5183 1.1132 1.4917
-0.7017 0.5400 -0.1008
-0.4431 0.2331 -0.6945
-0.5250 -0.0360 -0.0112
0.1894 -0.2232 0.2637
-0.3040 -0.4225 0.0697
-0.2920 0.3919 0.2121
0.0412 0.2934 0.5628
-0.3528 0.4671 -0.5237
-0.3460 0.1787 -0.2592
0.2880 0.0482 0.2489
0.1224 -0.1882 0.7401
-0.5872 0.2463 -0.2016
0.1168 0.0153 0.1594
0.5436 -0.2515 -0.5932
-0.5911 -0.4128 -0.3801
-0.2116 0.4239 0.1591
-0.0798 0.2258 0.0118
0.9286 -0.3381 0.4528
0.0353 0.7005 -0.0493
-0.0194 0.1394 0.0140
-0.6095 -0.4458 -0.0624
1.1703 1.3836 -0.1397
0.6371 -0.4287 0.7680
-1.5957 0.0035 -2.5809
-0.6545 0.6722 1.8477
2.0005 0.1122 -1.0747
-0.0511 -2.0534 0.1908
-3.0968 -1.9508 -0.1153
0.7527 0.6500 -0.2635
0.5953 -0.1675 -0.2776
0.7054 1.0586 -1.1500
0.6228 -0.1557 -0.5447
-0.1399 -0.2616 -0.3135
-0.3464 -0.4252 0.1568
0.4098 -0.0336 0.4398
0.5642 0.4143 0.8564
0.3240 0.1292 0.2207
0.1567 -0.6836 -0.2586
-0.3521 0.3861 -0.4871
0.1340 -0.0517 0.2684
-0.2826 0.0520 -0.0537
-0.5236 -0.4839 0.4733
-0.4676 0.1857 0.2600
-0.1574 0.8337 0.5387
0.0228 -0.2765 0.0093
-0.1909 0.4656 0.1110
-0.3477 0.1695 0.1792
0.1037 0.0895 0.1703
0.0683 0.2549 0.4870
-0.5161 -0.1899 0.1024
0.3943 0.4598 0.1256
1.6743 -0.1036 0.3843
-1.4399 0.1787 -0.3625
-0.8070 0.0824 0.8022
1.7675 0.6961 0.8231
-0.0508 -0.0146 -1.7579
-1.8793 -0.7755 0.0049
-0.7776 -1.2083 -1.2892
0.0622 0.0017 0.4297
1.4000 0.8329 0.0304
0.8480 -0.3010 0.7476
0.6391 0.5067 0.6099
-0.1267 -0.4337 0.0058
-0.2633 0.4550 0.2101
-0.1396 -0.1090 -0.1568
0.1876 0.3657 -0.2764
-0.0699 0.0674 -0.2792
-0.8143 0.0726 0.8133
0.0726 -0.5144 0.0121
0.1061 -0.0383 -0.0206
-0.1933 0.4061 0.2215
0.0816 -0.8652 -0.0856
-0.0230 -0.2106 -0.1286
0.0528 0.2237 -0.0035
0.3901 -0.0299 -0.1298
-0.9098 0.2430 -0.0726
0.1552 0.0811 -0.7045
-0.3327 -0.1552 0.4046
0.1452 0.1833 -0.4016
0.0603 -0.1306 0.1292
0.1848 0.4074 0.1058
0.6688 0.3871 -0.0769
-1.1080 -3.5895 -0.6639
0.9890 0.7078 1.7266
-0.8304 0.1827 -0.0514
0.3857 -1.6743 0.0418
2.6808 0.2406 2.1661
2.6693 1.9190 -1.0253
-1.5892 -0.3032 0.0814
-1.3829 -0.2400 -0.8079
-0.4797 0.7510 0.4571
-1.3696 1.7692 -0.3376
-0.3976 0.1067 -0.7551
-0.0814 0.2094 -0.0565
0.4338 0.0553 -0.3928
-1.3312 -0.1012 -0.2300
0.1994 0.6673 -0.2280
0.6991 -0.1800 -0.0565
0.5540 0.1366 0.6876
-0.2307 -0.8114 0.0458
-0.2172 0.5438 -0.2643
0.0387 -0.3333 0.1081
0.3466 0.0874 -0.2299
0.0150 0.1855 -0.0887
-0.0552 -0.0615 -0.4425
0.2755 0.3183 -0.2051
-0.0914 -0.4088 -0.0016
0.4813 -0.2336 -0.0188
-0.2461 0.4152 -0.1292
0.0744 -0.4204 0.6843
-0.9903 -0.2380 0.0079
-0.5991 -1.0706 0.2765
-0.1517 -0.2603 0.0470
0.5137 1.4851 0.3308
-0.1619 -0.8093 -0.4051
-0.9684 -0.0618 1.4693
-0.4846 -0.2874 -0.3704
1.1393 -0.2773 -2.8121
0.1071 0.2881 1.2595
-0.2282 0.6024 -0.4475
0.7637 -0.6925 0.0134
-0.4634 0.9576 0.8923
0.1945 0.3890 -0.4516
0.2843 0.4335 0.4546
0.0798 -0.0658 -0.1068
-0.3108 -0.4569 0.1288
0.0890 -0.2415 -0.1339
0.3464 0.2743 -0.1378
0.0274 -0.2173 0.2068
-0.1997 0.3219 -0.1828
-0.3789 0.2176 0.0311
0.0069 0.2500 0.1327
-0.0597 -0.0348 -0.0065
-0.1522 -0.1898 -0.2730
0.5388 -0.5176 -0.4322
0.5005 0.3215 0.5940
0.1117 0.1324 0.4354
-0.0886 -0.2205 -0.6842
-0.1792 0.1204 0.1377
0.1761 -0.1637 -0.1090
-0.3268 -0.2593 0.0447